This record from the OMol25 dataset describes a 7-piece molecular cluster, C18H52N15O9P overall in a non-equilibrium geometry. The level of theory is the ωB97M-V functional and the def2-TZVPD basis.

CARTESIAN COORDINATES (ANGSTROEM)
1 C 0.853 0.190 4.222
2 O 0.288 1.487 4.210
3 C -0.900 1.588 3.432
4 C -0.718 1.363 1.922
5 C 0.644 1.804 1.366
6 C 0.978 1.122 0.021
7 C 1.815 -0.154 0.143
8 C 1.069 -1.417 0.578
9 C -0.277 -1.635 -0.174
10 O -0.359 -2.890 -0.850
11 C -1.333 -3.796 -0.395
12 P -0.497 -5.377 0.025
13 N -1.810 -6.499 -0.003
14 O -0.111 -5.220 1.630
15 N 1.917 -2.599 0.335
16 N 3.190 -2.382 0.894
17 C 3.751 -3.355 1.503
18 C 3.703 -4.783 0.984
19 C 4.487 -3.105 2.786
20 H 0.309 -0.502 3.577
21 H 1.899 0.244 3.916
22 H 0.804 -0.218 5.238
23 H -1.299 2.589 3.586
24 H -1.621 0.850 3.813
25 H -1.478 1.943 1.398
26 H -0.928 0.325 1.658
27 H 0.584 2.873 1.147
28 H 1.455 1.634 2.072
29 H 0.060 0.998 -0.556
30 H 1.591 1.837 -0.533
31 H 2.576 0.041 0.898
32 H 2.361 -0.393 -0.774
33 H 0.855 -1.398 1.655
34 H -0.422 -0.865 -0.929
35 H -1.097 -1.527 0.540
36 H -1.999 -4.069 -1.224
37 H -1.969 -3.413 0.412
38 H -1.949 -6.945 0.896
39 H -1.635 -7.207 -0.703
40 H 0.457 -5.961 1.863
41 H 1.541 -3.397 0.834
42 H 2.763 -5.301 1.207
43 H 4.485 -5.363 1.472
44 H 3.854 -4.774 -0.093
45 H 5.401 -3.695 2.888
46 H 4.718 -2.049 2.917
47 H 3.804 -3.427 3.578
48 N -2.451 2.734 6.369
49 C -3.293 3.605 5.740
50 N -4.128 4.310 6.568
51 O -3.306 3.752 4.531
52 H -2.431 2.606 7.362
53 H -1.823 2.200 5.795
54 H -4.757 4.961 6.137
55 H -4.135 4.209 7.565
56 N -3.364 -0.620 -2.217
57 C -3.370 0.505 -1.436
58 N -4.400 1.368 -1.660
59 O -2.509 0.715 -0.597
60 H -4.060 -0.813 -2.911
61 H -2.615 -1.274 -2.077
62 H -4.420 2.204 -1.107
63 H -5.125 1.228 -2.343
64 N 1.912 2.147 -3.884
65 C 2.625 3.115 -3.242
66 N 2.626 4.344 -3.843
67 O 3.221 2.889 -2.199
68 H 1.411 2.301 -4.738
69 H 1.894 1.236 -3.463
70 H 3.137 5.085 -3.396
71 H 2.141 4.539 -4.697
72 N 0.424 -5.136 -3.515
73 C 1.496 -5.040 -4.357
74 N 1.526 -5.974 -5.365
75 O 2.363 -4.196 -4.236
76 H -0.292 -5.828 -3.616
77 H 0.362 -4.469 -2.762
78 H 2.299 -5.934 -6.001
79 H 0.827 -6.680 -5.488
80 N 5.589 5.347 -1.936
81 C 6.653 5.490 -2.781
82 N 6.733 4.534 -3.759
83 O 7.466 6.391 -2.677
84 H 4.920 4.595 -2.001
85 H 5.494 6.016 -1.195
86 H 7.499 4.598 -4.402
87 H 6.073 3.784 -3.850
88 N -8.748 4.164 -2.125
89 C -7.780 3.246 -1.832
90 N -7.487 3.104 -0.505
91 O -7.218 2.597 -2.699
92 H -9.223 4.709 -1.431
93 H -8.983 4.289 -3.091
94 H -6.786 2.431 -0.256
95 H -7.936 3.629 0.221

Total charge = 0
Frontier orbital gap = 0.28501 hartree
HOMO = -7.30 eV
E_tot = -69581.0953 eV
SMILES = COCCCCC[C@@H](COCP(N)O)NN=C(C)C.NC(N)=O.NC(N)=O.NC(N)=O.NC(N)=O.NC(N)=O.NC(N)=O